117
Properties=species:S:1:pos:R:3:forces:R:3:lowdin_charge:R:1 method="wB97M-V/def2-TZVPD" charge=+1 lumo_energy_ev=-2.64 fmax_ev_per_a=5.51 homo_lumo_gap_ev=7.96 total_energy_ev=-82748.623
C 1.9917 2.7940 3.3036 -1.5 0.3 -2.0 0.053
C 1.2287 2.7546 2.1177 1.4 0.9 0.8 -0.110
C -0.2867 2.2504 1.9777 1.5 -0.4 4.4 -0.255
C -0.9764 2.6803 3.3855 -1.1 2.0 -0.9 -0.009
C -0.1932 0.6414 2.0107 2.0 -0.9 0.3 -0.216
C 1.1591 0.0178 1.3218 -0.2 -1.4 0.5 -0.083
C 2.2753 -0.3843 2.4010 3.5 -0.4 2.1 -0.169
C 3.7374 0.1577 2.2368 -0.8 -2.4 2.9 -0.044
C 4.8588 -0.2563 3.2484 -3.1 -1.5 0.6 -0.059
C 4.5527 -1.2239 4.4353 -3.0 0.9 -2.2 -0.071
C 3.1078 -1.7568 4.6335 1.3 2.4 -3.1 -0.064
C 2.0262 -1.3309 3.6142 1.8 0.8 -0.4 -0.037
O -1.2861 -0.1068 1.5060 0.1 1.9 0.1 -0.094
C -2.4657 0.5435 1.0274 -1.5 -3.1 -0.8 -0.309
C -3.6604 0.1757 2.0367 -0.3 -0.6 1.2 -0.123
C -3.5230 0.5086 3.5863 -1.0 -1.0 1.0 -0.227
C -2.4788 -0.4485 4.3995 -0.3 0.5 0.1 -0.521
Cl -3.4348 -1.5472 5.5724 0.7 0.8 -0.9 0.481
C -2.8297 -0.5074 -0.1970 -1.7 -3.0 -3.3 -0.165
C -1.7806 -1.3376 -0.9628 -1.6 0.1 0.0 0.003
C -2.0919 -2.3589 -2.0746 -2.2 2.4 2.3 -0.078
N -3.4325 -2.6094 -2.4668 1.2 2.5 3.0 0.006
C -4.4245 -1.8944 -1.7511 0.3 1.1 1.2 -0.122
C -4.3044 -0.8445 -0.6278 4.1 -1.7 -1.6 -0.007
C -2.3684 2.0771 0.5113 -2.9 -0.9 -1.8 -0.335
Cl -2.5412 1.8463 -1.3594 0.3 1.2 1.0 0.883
C -3.7036 2.8950 0.8444 -0.9 1.3 -0.7 -0.180
O -4.7476 2.3604 -0.0391 -0.3 1.3 1.8 -0.261
C -5.9267 3.2142 0.0378 -1.8 0.6 0.4 -0.190
C -6.6855 3.1491 1.4581 0.8 0.3 1.0 -0.196
C -6.4600 4.4831 2.3665 -0.4 0.0 0.1 -0.126
N -1.0315 2.7986 0.7542 1.3 -1.0 -0.2 -0.130
O -0.3014 2.2316 -0.2973 1.6 -0.5 -0.8 -0.068
C -0.9384 4.2626 0.5545 0.0 5.4 -1.3 -0.257
C -1.5401 5.2856 1.6352 0.5 -0.4 2.0 -0.031
C -1.4034 4.8634 -0.8901 0.9 0.2 -0.9 -0.169
C -0.6448 6.2784 -1.2210 0.0 -0.5 -0.7 -0.230
C -0.4534 6.3733 -2.8369 -0.4 0.3 0.8 -0.121
H 1.5390 2.6914 4.3473 0.8 -0.3 -1.7 0.094
H 3.1217 2.9849 3.2307 -2.0 -0.2 0.1 0.096
H 1.7583 3.1341 1.1631 -0.7 -1.1 1.5 0.121
H -2.0486 3.0082 3.0958 1.5 -0.9 1.0 0.072
H -0.5135 3.6452 3.8267 -0.6 -1.7 -1.0 0.100
H -0.9353 1.9055 4.2047 -0.2 0.7 -1.4 0.085
H -0.0455 0.3248 3.1184 -0.4 1.0 -1.6 0.138
H 0.8331 -0.9942 0.8596 0.3 1.7 0.7 0.129
H 1.5480 0.6327 0.4475 -0.2 -0.7 1.4 0.112
H 3.9552 0.8391 1.3495 -0.2 -1.0 1.4 0.092
H 5.9404 0.1042 3.1531 -1.9 -0.5 -0.1 0.089
H 5.3582 -1.5685 5.1753 -1.3 0.8 -1.4 0.094
H 2.8950 -2.4775 5.5012 0.2 1.3 -1.6 0.098
H 0.9621 -1.7548 3.7525 1.9 0.7 -0.2 0.097
H -3.7274 -0.9835 2.0150 0.3 2.0 -0.1 0.155
H -4.7052 0.5080 1.7115 1.8 -0.1 0.1 0.105
H -3.4504 1.6059 3.8805 0.3 -1.4 -0.5 0.088
H -4.5446 0.1839 4.0370 1.6 0.6 -0.9 0.100
H -1.9239 -1.1767 3.7236 -0.7 1.2 0.9 0.072
H -1.7894 0.1537 5.0954 -0.9 -1.1 -1.2 0.067
H -0.6753 -1.1892 -0.6916 -1.9 -0.2 -0.5 0.088
H -1.2152 -2.8841 -2.5895 -1.5 1.0 0.9 0.064
H -5.5109 -2.1392 -2.0575 2.0 0.4 0.4 0.107
H -5.2054 -0.3521 -0.1450 1.3 -0.8 -1.0 0.094
H -4.0238 2.8937 1.9447 0.6 -0.4 -1.4 0.121
H -3.6811 4.0115 0.5331 0.7 -1.7 0.6 0.117
H -6.6967 2.8995 -0.7606 1.7 0.2 1.0 0.142
H -5.6829 4.3281 -0.1496 0.0 -1.7 0.1 0.131
H -6.1746 2.3006 2.0551 -1.1 1.0 -1.0 0.098
H -7.8186 2.9487 1.3575 2.0 0.2 0.1 0.122
H -6.5893 4.2574 3.4872 0.1 0.2 -1.7 0.079
H -5.3929 4.9067 2.2502 -1.7 -0.6 0.0 0.060
H -7.2414 5.2993 2.1239 1.5 -1.2 0.2 0.086
H 0.4851 2.7701 -0.5179 -0.4 0.1 0.6 0.144
H 0.1704 4.6144 0.5236 -1.6 -1.6 0.4 0.150
H -0.7315 5.4278 2.4532 -1.4 -0.2 -1.2 0.101
H -2.4688 4.9330 2.1939 1.2 0.4 -0.9 0.076
H -1.7655 6.3318 1.2465 0.4 -1.7 0.0 0.100
H -1.0630 4.1947 -1.7703 -1.0 0.8 1.6 0.097
H -2.5153 5.1055 -0.9441 1.4 -0.8 0.1 0.119
H -1.2972 7.1540 -0.8563 1.3 -1.3 -0.5 0.112
H 0.4096 6.3167 -0.7675 -1.6 0.0 -0.3 0.113
H -1.4760 6.1647 -3.3096 1.6 0.4 0.4 0.086
H 0.3139 5.6235 -3.2275 -1.1 0.9 0.7 0.080
H -0.0738 7.4154 -3.1201 -0.7 -1.5 0.4 0.083
C 2.5238 -2.5811 -4.4978 0.1 0.1 0.1 -0.081
C 1.7876 -3.8528 -4.0876 0.0 0.1 -0.3 -0.424
C 1.8273 -4.9595 -5.1604 -0.3 -0.1 0.2 -0.198
O 0.9335 -4.7524 -6.2499 0.5 0.0 0.1 -0.189
C 1.4280 -3.8892 -7.2606 -0.4 0.0 -0.1 -0.106
N 0.4066 -3.5068 -3.7199 -0.1 -0.3 -0.2 0.021
H 1.9665 -1.9899 -5.2277 0.0 -0.1 0.0 0.062
H 2.6863 -1.9391 -3.6267 0.0 -0.1 0.0 0.069
H 3.5031 -2.8158 -4.9231 -0.1 0.0 0.0 0.073
H 2.2911 -4.2419 -3.1974 0.0 0.0 -0.1 0.104
H 1.5030 -5.8936 -4.6901 -0.1 0.0 -0.1 0.121
H 2.8480 -5.1331 -5.5220 0.0 0.2 0.0 0.118
H 2.5081 -3.9924 -7.3992 0.0 0.0 0.1 0.091
H 1.1701 -2.8535 -7.0312 0.2 0.1 -0.1 0.072
H 0.9330 -4.1507 -8.1982 0.0 -0.1 0.1 0.089
H -0.0529 -4.3443 -3.3627 0.1 0.0 0.0 0.080
H -0.0972 -3.3073 -4.5856 0.1 0.0 0.1 0.083
C 4.3389 -6.2950 -1.6552 -0.1 -0.2 -0.1 -0.066
C 5.2629 -5.2699 -2.3068 -0.1 0.0 0.4 -0.420
C 6.6622 -5.2048 -1.6613 0.1 0.3 -0.2 -0.199
O 6.7029 -4.5052 -0.4214 0.1 -0.4 -0.2 -0.193
C 6.3253 -5.2808 0.7045 0.0 0.3 0.1 -0.105
N 4.6013 -3.9580 -2.2956 0.3 0.1 0.0 0.047
H 3.9540 -5.9599 -0.6900 0.1 0.0 0.0 0.066
H 3.4713 -6.4841 -2.2946 0.1 0.1 0.0 0.068
H 4.8542 -7.2477 -1.5061 0.0 0.1 0.0 0.082
H 5.3978 -5.5759 -3.3502 0.1 0.1 0.0 0.136
H 7.3163 -4.6427 -2.3355 0.0 0.1 0.1 0.122
H 7.1059 -6.2024 -1.5599 -0.1 0.0 0.1 0.121
H 6.6369 -6.3249 0.6096 -0.1 0.0 -0.1 0.092
H 5.2468 -5.2173 0.8615 0.0 -0.2 0.1 0.073
H 6.8107 -4.8543 1.5850 0.0 0.0 -0.1 0.087
H 5.1821 -3.2970 -2.8098 -0.1 -0.1 0.0 0.081
H 4.6346 -3.6110 -1.3363 -0.1 -0.1 -0.1 0.079